# 1
# C2HBrNO3

An isolated ion of composition C2HBrNO3 and charge -1 (wB97M-V/def2-TZVPD, the OMol25 dataset).

Summary:
* HOMO energy: -4.9 eV
* charge: -1
* F_max: 0.0525 Eh/bohr
* energy relative to the best compared isomer or geometry (same formula, charge and spin): 12.0 kcal/mol

Atoms and positions in Å:
O  -2.730  0.655  -0.100
C  -1.668  0.143  -0.060
O  -1.155  -0.940  -0.187
O  -0.492  1.214  0.170
N  0.717  0.796  0.227
C  1.220  -0.312  0.082
Br  3.273  -0.244  0.162
H  0.834  -1.313  -0.294

# 2
# C2HBrOS2

C2HBrOS2 as an isolated structure (wB97M-V/def2-TZVPD, the OMol25 dataset).

Summary:
* HOMO energy: -9.4 eV
* charge: 0
* F_max: 0.0608 Eh/bohr
* energy relative to the best compared isomer or geometry (same formula, charge and spin): 18.9 kcal/mol

Atoms and positions in Å:
C  -1.362  0.793  0.176
C  0.740  -0.596  -0.055
O  -2.347  1.397  0.070
S  -0.136  -0.058  -1.573
S  -0.278  0.112  1.285
Br  2.602  0.032  0.057
H  0.780  -1.679  0.040

| no. | orbital gap (eV) |
| --- | --- |
| 1 | 8.21 |
| 2 | 8.35 |